(1)
Molecular formula: H2O4P2
Method: DFT, ωB97M-V/def2-TZVPD

Computed properties:
total energy = -26799.827 eV
relative energy (zero: lowest compared OMol25 entry of this formula, charge and spin) = 50.0 kcal/mol
net charge = -2

CARTESIAN COORDINATES (ANGSTROEM)
O 1.6025 -1.3867 0.5511
O -2.2630 0.3725 -0.0594
O 0.5972 0.1659 2.2731
O -1.0275 -1.4365 -1.3447
P 0.6647 -0.3156 0.8867
P -0.9558 -0.1289 -0.6140
H 1.4504 2.1391 -0.3877
H -0.0685 0.5901 -1.3051

Atomic forces in eV per Å
O 0.9 -0.8 -0.7
O 1.0 0.7 0.0
O -0.5 0.5 0.8
O 0.1 -0.4 0.0
P 0.6 0.7 1.0
P -2.4 -2.1 0.0
H -0.1 -0.6 0.3
H 0.4 2.0 -1.2

Results of the Löwdin charge analysis, in e, for atoms 1 through 6: O -0.468; O -0.503; O -0.496; O -0.523; P 0.290; P 0.159

(2)
Molecular formula: H2O4PS
Method: DFT, ωB97M-V/def2-TZVPD

Computed properties:
total energy = -28348.136 eV
relative energy (zero: lowest compared OMol25 entry of this formula, charge and spin) = 6.2 kcal/mol
net charge = -1

CARTESIAN COORDINATES (ANGSTROEM)
O 0.4938 0.2541 -1.9969
P -0.2136 0.3392 -0.6576
S -2.3842 0.1361 -0.4911
O -2.9417 -1.0364 -1.2123
O -2.6319 1.4417 -1.1818
O -2.6147 0.2753 0.9796
H 0.0608 1.4435 0.0412
H 0.1430 -0.5946 0.3835

Atomic forces in eV per Å
O -0.8 0.0 1.7
P 0.2 -2.6 -1.5
S -1.3 2.1 -0.5
O 1.1 1.4 1.6
O 0.0 -1.6 0.5
O 0.5 -1.1 -1.9
H 0.0 1.7 0.8
H 0.2 0.0 -0.6

Results of the Löwdin charge analysis, in e, for atoms 1 through 6: O -0.511; P 0.608; S 0.302; O -0.414; O -0.473; O -0.449

(3)
Molecular formula: H2O4S
Method: DFT, ωB97M-V/def2-TZVPD

Computed properties:
total energy = -19054.001 eV
relative energy (zero: lowest compared OMol25 entry of this formula, charge and spin) = 4.6 kcal/mol
net charge = 0

CARTESIAN COORDINATES (ANGSTROEM)
O 1.9782 -0.9896 -1.3603
O -0.4516 -1.6127 -1.5241
O -0.2951 1.4256 0.8393
O -0.2088 0.0934 1.3055
S 0.5880 -0.5962 -1.4909
H -0.9467 -0.3913 0.7545
H -0.6640 2.0708 1.4760

Atomic forces in eV per Å
O -1.6 0.2 -0.2
O 1.1 0.9 0.2
O 0.3 1.0 -1.4
O -2.2 -1.1 -0.7
S 0.6 -1.0 0.0
H 1.7 1.4 1.6
H 0.0 -1.4 0.6

Results of the Löwdin charge analysis, in e, for atoms 1 through 6: O -0.415; O -0.437; O -0.133; O -0.142; S 0.901; H 0.121

(4)
Molecular formula: H2O4S2
Method: DFT, ωB97M-V/def2-TZVPD

Computed properties:
total energy = -29886.870 eV
relative energy (zero: lowest compared OMol25 entry of this formula, charge and spin) = 105.8 kcal/mol
net charge = 0

CARTESIAN COORDINATES (ANGSTROEM)
O 0.9690 -3.1468 1.4305
O -0.1774 1.2035 0.8469
O -1.1387 1.1408 -0.1566
O -0.5924 1.5420 -1.3694
S 0.3210 -1.7385 -0.9373
S 1.0851 -1.8449 0.8093
H -0.1971 2.1222 1.1662
H -0.2694 0.7217 -1.7896

Atomic forces in eV per Å
O 0.1 0.0 0.2
O 0.8 -0.1 0.3
O -1.0 -0.2 0.1
O 0.4 0.4 -0.5
S 0.4 0.0 0.8
S -0.6 0.0 -1.1
H -0.2 -0.1 -0.3
H 0.0 0.0 0.5

Results of the Löwdin charge analysis, in e, for atoms 1 through 6: O -0.573; O -0.059; O -0.200; O -0.035; S 0.282; S 0.443

(5)
Molecular formula: H2O4S2
Method: DFT, ωB97M-V/def2-TZVPD

Computed properties:
total energy = -29888.453 eV
relative energy (zero: lowest compared OMol25 entry of this formula, charge and spin) = 69.3 kcal/mol
net charge = 0

CARTESIAN COORDINATES (ANGSTROEM)
O 1.4675 -1.2545 -0.4431
O 0.4061 2.5355 -0.3773
O -0.6222 1.8554 0.3320
O -0.5927 -2.1008 0.7276
S -0.9757 0.4074 -0.4190
S 0.4666 -0.8807 0.5570
H 0.0626 2.4064 -1.3222
H -0.2122 -2.9688 0.9449

Atomic forces in eV per Å
O -0.6 0.0 0.6
O -0.3 -0.1 -2.1
O -0.6 -1.2 0.1
O -0.7 -0.2 -0.2
S -0.3 0.3 0.6
S 1.1 0.1 -0.4
H 1.0 0.6 1.5
H 0.4 0.5 -0.1

Results of the Löwdin charge analysis, in e, for atoms 1 through 6: O -0.506; O -0.126; O -0.598; O -0.384; S 0.756; S 0.683

(6)
Molecular formula: H2O6P2S
Method: DFT, ωB97M-V/def2-TZVPD

Computed properties:
total energy = -41732.164 eV
relative energy (zero: lowest compared OMol25 entry of this formula, charge and spin) = 0.0 kcal/mol
net charge = -2

CARTESIAN COORDINATES (ANGSTROEM)
O 1.8650 0.5943 1.2562
O 1.6486 -2.1699 -0.1233
O 1.6468 1.5995 -1.1373
O -0.7406 -1.3656 0.0052
O 0.5209 -1.5026 -2.1765
O -0.5739 1.2889 0.1750
P -1.8907 0.3572 0.3280
P 1.1153 0.7307 -0.0689
S 0.6131 -1.2859 -0.7330
H -1.6924 0.1081 1.6345
H -2.5121 1.6452 0.8400

Atomic forces in eV per Å
O -1.6 0.1 -1.8
O -1.3 0.8 -0.6
O 0.2 0.1 -0.5
O 2.1 -0.9 -1.2
O -0.5 0.5 0.3
O 3.9 -0.6 -1.2
P -1.8 1.9 -0.4
P -0.8 1.1 2.3
S 0.5 -1.6 1.5
H -0.2 -1.1 1.9
H -0.5 -0.3 -0.2

Results of the Löwdin charge analysis, in e, for atoms 1 through 6: O -0.425; O -0.452; O -0.404; O -0.632; O -0.426; O -0.675

(7)
Molecular formula: H2OS5
Method: DFT, ωB97M-V/def2-TZVPD

Computed properties:
total energy = -56254.245 eV
relative energy (zero: lowest compared OMol25 entry of this formula, charge and spin) = 23.7 kcal/mol
net charge = 0

CARTESIAN COORDINATES (ANGSTROEM)
O 0.7668 1.1823 -0.9926
S -2.9454 -1.1788 0.0881
S 2.8305 0.5165 0.3751
S -1.5418 0.2736 0.5415
S 2.1231 -1.3136 0.6374
S -0.0858 -0.0004 -0.9316
H -3.3030 -0.6899 -1.1959
H 2.1555 1.2104 1.4780

Atomic forces in eV per Å
O 0.0 1.1 0.0
S 0.3 0.7 -1.6
S -0.8 0.3 2.2
S -0.5 0.3 0.5
S -0.3 0.9 -0.5
S -0.1 -1.9 -0.4
H 0.2 -0.5 1.5
H 1.1 -0.9 -1.7

Results of the Löwdin charge analysis, in e, for atoms 1 through 6: O -0.760; S 0.244; S 0.234; S 0.062; S 0.029; S 0.408

(8)
Molecular formula: H2OTl
Method: DFT, ωB97M-V/def2-TZVPD

Computed properties:
total energy = -6724.062 eV
relative energy (zero: lowest compared OMol25 entry of this formula, charge and spin) = 21.8 kcal/mol
net charge = +3

CARTESIAN COORDINATES (ANGSTROEM)
Tl 1.6274 1.5627 -0.6719
O -0.1562 -0.4573 0.0441
H -0.4011 -0.5100 1.0423
H -1.0700 -0.5955 -0.4146

Atomic forces in eV per Å
Tl -0.5 -0.4 0.1
O 0.1 -0.4 0.2
H 0.2 0.3 0.0
H 0.2 0.4 -0.3

Atom-resolved charges from Löwdin, all expressed in e: Tl 2.196; O 0.302; H 0.247; H 0.256